[1]
Density functional theory data (ωB97M-V with the def2-TZVPD basis set) for a 9-piece molecular cluster, H17O9 overall in a non-equilibrium geometry.

Each line ends with the Löwdin charge.
Cartesian coordinates (Å):
O (2.473806, 0.710746, -0.240514)  -0.038
O (-1.279222, -3.081604, 1.815442)  -0.122
O (0.551757, -1.161274, 0.496507)  -0.287
O (-1.705883, 1.697111, 3.001955)  0.040
O (-3.054871, 1.594741, 0.008737)  -0.074
O (-0.579934, 1.019823, -1.066002)  -0.077
O (2.312131, -1.586236, -1.283857)  -0.087
O (-1.492736, -1.820465, -1.091877)  -0.031
O (2.674696, 2.795493, -1.718552)  -0.107
H (-0.996671, 1.144705, 2.687655)  0.046
H (-2.152246, 1.636148, 0.370803)  0.003
H (2.353957, 1.916354, -1.985555)  0.022
H (-3.132334, 0.636551, -0.000908)  0.020
H (1.627665, -1.566018, -0.476786)  0.021
H (0.007188, 1.754326, -1.120725)  0.003
H (-0.746517, -1.485957, -0.694571)  -0.087
H (2.467071, 2.824853, -0.763008)  0.030
H (0.762702, -1.541334, 1.220864)  -0.130
H (0.098811, 0.495469, -0.505742)  0.041
H (-0.879185, -2.355420, 1.280359)  -0.014
H (2.824462, 0.202032, -0.823832)  -0.097
H (-2.135507, -1.416793, -0.529792)  0.008
H (-1.400093, -3.774552, 1.090964)  0.065
H (-1.989182, 2.282563, 2.468841)  -0.098
H (2.266458, -2.256173, -1.840810)  -0.067
H (1.825481, 0.156577, 0.247536)  0.016

Atomic forces in eV per Å
-3.841 5.604 6.875
-0.024 -1.027 -1.903
-1.972 4.286 -7.447
2.681 -6.441 7.089
0.229 -0.097 0.797
1.757 -1.582 1.806
0.489 4.648 4.330
-2.908 -1.693 -1.944
-0.417 0.447 -0.015
0.141 0.118 -0.636
-0.157 0.314 -0.666
0.210 0.515 0.417
-0.412 -0.089 -0.285
0.188 -0.394 -1.345
0.348 1.688 -0.743
3.735 1.058 1.439
0.323 -0.427 -0.845
2.383 -3.966 7.916
-1.889 -0.080 -0.985
-0.160 -0.327 0.347
3.498 -5.507 -5.841
-1.107 0.208 0.281
0.177 1.383 1.508
-2.803 6.271 -6.424
-0.776 -4.820 -3.524
0.307 -0.091 -0.202

The calculation puts the max |F| at 9.95 eV/A. As for the net charge: -1. The calculation puts the HOMO energy at -0.2465 Ha. Its energy is -687.339375 Eh. The value obtained for the HOMO-LUMO gap is 0.3674 Ha. The calculation puts the energy above the lowest of the compared OMol25 structures with the same formula, charge and spin at 70.7 kcal/mol. As for the LUMO energy: 3.29 eV.



[2]
Density functional theory data (ωB97M-V with the def2-TZVPD basis set) for C3H7AlNO5P as an isolated structure in a non-equilibrium geometry.

Each line ends with the Löwdin charge.
Cartesian coordinates (Å):
P (-3.447959, 0.102866, -3.692548)  -0.019
Al (-2.770699, 1.227576, -0.458248)  0.955
O (-3.147069, -1.292214, -4.254758)  -0.053
O (-3.526979, 0.782486, -5.059848)  -0.090
O (-2.009899, 0.470466, -3.217798)  -0.248
O (-0.239859, -0.216754, -0.106088)  -0.167
O (-4.405149, 0.296706, -2.444268)  -0.513
N (1.516031, -0.119314, 1.387842)  -0.195
C (2.920751, -0.171884, 1.694502)  -0.062
C (0.994791, -0.297764, 0.178452)  -0.277
C (0.713721, 0.083916, 2.558812)  -0.042
H (1.148781, -0.488194, 3.378272)  0.090
H (-0.320649, -0.259054, 2.535642)  0.094
H (1.716361, -0.580274, -0.603678)  0.145
H (3.134701, -0.985234, 2.387892)  0.091
H (3.495141, -0.378254, 0.791402)  0.091
H (0.817601, 1.153116, 2.743532)  0.103
H (3.410381, 0.671806, 2.180882)  0.095

Atomic forces in eV per Å
0.604 0.877 3.446
-0.200 -0.848 -1.518
-0.653 -0.274 -0.066
-1.080 -0.075 0.301
-0.167 0.194 0.470
2.484 0.040 0.935
1.889 -0.091 -2.643
0.080 -0.330 0.259
1.216 -1.021 -0.539
-2.667 -0.077 -1.199
-0.180 0.428 0.692
0.248 0.199 0.084
0.086 0.320 -0.752
-0.001 0.236 0.137
-0.207 -0.317 -0.038
-0.084 0.038 -0.076
-0.598 0.022 0.700
-0.773 0.679 -0.194

The calculation puts the max |F| at 3.61 eV/A. The calculation puts the HOMO energy at -0.3565 Ha. Its energy is -1133.145805 Eh. The value obtained for the HOMO-LUMO gap is 0.2217 Ha. The calculation puts the energy above the lowest of the compared OMol25 structures with the same formula, charge and spin at 23.7 kcal/mol. As for the LUMO energy: -3.67 eV.



[3]
Density functional theory data (ωB97M-V with the def2-TZVPD basis set) for C13H11BrCl2InNO4 as an isolated structure.

Each line ends with the Löwdin charge.
Cartesian coordinates (Å):
In (-0.107405, 0.060744, 0.537564)  0.695
Br (-2.692084, 1.339489, 0.839418)  1.002
Cl (2.310193, -0.363139, 1.518459)  0.708
Cl (0.058209, 0.402153, 3.219381)  0.693
O (-1.373930, 5.735735, -1.530629)  0.177
O (-1.498368, -2.242489, -3.430699)  0.127
O (-0.672076, -0.920389, -1.250145)  -0.078
O (-0.612094, -1.955392, 0.673273)  -0.065
N (-0.225121, 2.117915, -0.029013)  -0.093
C (0.381122, 4.145281, -1.123925)  0.061
C (-1.663086, -3.266283, -2.591175)  -0.225
C (-1.501905, 2.554542, 0.015253)  -0.660
C (0.698515, 2.920981, -0.605828)  -0.059
C (-1.920311, 3.753902, -0.471899)  0.027
C (-2.145154, -4.456845, -3.136340)  0.024
C (-0.887496, -2.030159, -0.591549)  -0.490
C (-1.595947, -4.360756, -0.400677)  0.004
C (-1.382833, -3.211495, -1.204379)  -0.077
C (-2.340919, -5.553068, -2.331059)  -0.011
C (1.723676, -0.233059, 3.216841)  -0.775
C (-2.067701, -5.515333, -0.952269)  -0.046
C (-0.951106, 4.583705, -1.065606)  -0.257
H (-2.354371, -4.486404, -4.196379)  0.136
H (-2.950631, 4.074494, -0.414663)  0.148
H (1.154823, 4.754719, -1.571044)  0.145
H (2.368345, 0.468454, 3.733513)  0.065
H (-2.714635, -6.467751, -2.772482)  0.126
H (-2.230166, -6.391865, -0.342448)  0.119
H (-0.675037, 6.274363, -1.929788)  0.158
H (1.726534, -1.228902, 3.644867)  0.070
H (-1.375886, -4.299225, 0.655813)  0.125
H (1.714906, 2.551224, -0.635900)  0.138
H (-1.154324, -1.470001, -2.960301)  0.091

Atomic forces in eV per Å
-0.267 -0.092 -0.026
-0.024 -0.024 -0.012
0.059 0.082 0.022
0.075 -0.028 0.013
-0.005 -0.004 0.002
-0.005 -0.035 0.005
0.059 -0.152 -0.008
-0.038 0.067 0.242
0.045 0.046 -0.076
0.013 0.012 0.003
-0.011 0.016 -0.040
0.026 0.070 0.047
-0.004 -0.027 0.056
0.017 0.001 0.010
-0.004 -0.014 -0.003
0.041 0.072 -0.237
0.001 -0.001 0.003
0.017 -0.010 0.040
0.004 0.008 0.003
0.026 -0.007 -0.053
-0.001 0.000 -0.005
-0.008 0.010 0.005
0.000 0.003 0.000
-0.001 -0.002 0.000
-0.003 0.002 -0.004
-0.005 -0.010 0.020
-0.001 0.000 -0.001
0.001 0.003 0.004
0.006 0.004 -0.006
-0.016 -0.001 -0.001
-0.002 -0.006 0.000
-0.004 -0.010 -0.009
0.009 0.024 0.007

The calculation puts the max |F| at 0.28 eV/A. As for the net charge: +2. The calculation puts the HOMO energy at -0.5101 Ha. Its energy is -4541.702480 Eh. The value obtained for the HOMO-LUMO gap is 0.2305 Ha. The calculation puts the energy above the lowest of the compared OMol25 structures with the same formula, charge and spin at 1.2 kcal/mol. As for the LUMO energy: -7.61 eV.



[4]
Density functional theory data (ωB97M-V with the def2-TZVPD basis set) for a 6-piece molecular cluster, C25H40Cl10O2 overall in a non-equilibrium geometry.

Each line ends with the Löwdin charge.
Cartesian coordinates (Å):
Cl (-2.610746, -1.112935, 3.675582)  0.678
Cl (-2.565270, -5.838333, 2.271577)  0.549
Cl (-1.905382, -1.700629, 6.972244)  0.536
Cl (-0.481158, 4.069558, -1.054254)  0.593
Cl (-4.322292, 3.381875, 0.223298)  0.719
Cl (7.095941, -0.479862, -0.443142)  0.588
Cl (-4.617248, 6.333044, -1.516083)  0.529
Cl (0.410891, 4.351469, -4.319096)  0.546
Cl (8.165953, 2.322482, -2.053932)  0.538
Cl (-2.550832, -8.889721, 0.745813)  0.528
O (-0.789829, -3.378977, -0.274905)  0.143
O (1.394039, -3.234799, -0.755002)  0.049
C (0.271551, -2.871578, -0.104318)  -0.465
C (-3.564445, 0.924746, 0.202128)  -0.234
C (2.137942, -1.352113, 0.495253)  -0.197
C (-5.643135, 5.771349, -0.169192)  -0.660
C (-0.360297, -0.779290, 1.398173)  -0.099
C (-2.197314, -6.181753, 0.557393)  -0.662
C (1.795365, 1.070622, -0.370134)  -0.223
C (-2.894320, -2.711654, 5.885568)  -0.659
C (-2.383282, -2.692700, 4.469355)  -0.632
C (-3.518631, 0.749010, -1.174778)  -0.119
C (2.362580, -0.318151, -0.620916)  -0.313
C (2.541044, -2.708800, -0.111793)  -0.136
C (3.907651, -0.156674, -0.736928)  -0.110
C (7.803107, -0.385453, -2.075801)  -0.650
C (-0.599065, 5.483992, -3.381219)  -0.660
C (-2.556969, 0.401105, 0.986084)  -0.086
C (-2.445779, 0.068412, -1.711665)  -0.072
C (8.858037, 0.685147, -2.177730)  -0.668
C (-1.455586, -0.287292, 0.458273)  -0.201
C (1.975279, 1.993805, -1.583737)  -0.136
C (-3.015195, -7.326087, 0.021677)  -0.662
C (-4.865686, 4.972495, 0.846717)  -0.604
C (0.684293, -1.780282, 0.856514)  -0.158
C (-0.158406, 5.576966, -1.944113)  -0.646
C (-1.424722, -0.423528, -0.917718)  -0.045
H (-1.132016, -6.378260, 0.478118)  0.070
H (-2.417894, -5.273954, -0.000304)  0.059
H (1.935443, 3.017356, -1.234328)  0.026
H (-2.856627, -7.413781, -1.051545)  0.074
H (-2.625845, 0.579595, 2.050828)  0.039
H (9.608671, 0.577983, -1.399131)  0.067
H (-3.985225, 5.513694, 1.186850)  0.070
H (-0.709178, 6.369857, -1.440733)  0.069
H (-1.324612, -2.938771, 4.425118)  0.073
H (1.192743, 1.825646, -2.318867)  0.057
H (6.993584, -0.214176, -2.781512)  0.069
H (0.904826, 5.793868, -1.868646)  0.070
H (-1.631029, 5.156050, -3.457875)  0.063
H (0.169877, 0.101371, 1.757033)  0.124
H (0.737066, 1.091313, -0.140213)  0.079
H (9.351855, 0.620743, -3.145896)  0.072
H (-4.376103, 1.466701, 0.685183)  -0.006
H (-0.796508, -1.250196, 2.275408)  0.032
H (3.428993, -2.707970, -0.733059)  0.125
H (-2.855443, -3.727864, 6.274185)  0.074
H (-0.592621, -0.930927, -1.382779)  0.109
H (2.815714, -3.421032, 0.676545)  0.135
H (-4.076243, -7.176121, 0.203313)  0.067
H (4.204896, 0.884742, -0.769304)  0.067
H (-5.498739, 4.767543, 1.708490)  0.075
H (2.936221, 1.844794, -2.073674)  0.066
H (2.603372, -1.137745, 1.450954)  0.152
H (-3.921015, -2.359778, 5.941676)  0.068
H (8.245078, -1.357724, -2.287401)  0.073
H (4.369991, -0.554658, 0.164513)  0.046
H (-2.927266, -3.415487, 3.865246)  0.036
H (0.878863, -2.391587, 1.753160)  0.158
H (2.304378, 1.535992, 0.477865)  0.123
H (2.003115, -0.728554, -1.565592)  0.146
H (-6.060652, 6.661235, 0.299248)  0.071
H (4.331300, -0.717490, -1.564684)  0.066
H (-0.508605, 6.459746, -3.856674)  0.072
H (-4.302239, 1.157716, -1.795283)  0.096
H (-6.458978, 5.190435, -0.591376)  0.067
H (-2.437232, -0.065770, -2.784051)  0.105

Atomic forces in eV per Å
-0.433 -0.296 0.708
0.023 -0.034 0.064
-0.014 0.029 0.001
-0.285 0.102 0.113
-0.390 2.416 0.135
0.221 -0.004 0.016
0.036 -0.023 -0.046
-0.019 -0.015 0.005
0.000 0.005 0.027
-0.023 -0.021 0.018
-0.482 -0.416 -0.176
0.028 -0.746 -1.010
0.789 1.214 0.259
-0.056 -1.037 0.063
-1.683 -0.948 -1.400
-0.087 0.027 0.103
-0.011 -0.169 -0.896
-0.006 0.132 -0.192
-0.117 0.492 -0.475
-0.051 -0.090 0.021
-0.008 -0.123 -0.044
-0.070 0.021 0.455
0.947 0.563 0.837
0.983 -0.362 1.697
-0.390 -0.416 0.370
0.001 -0.110 -0.076
-0.019 0.134 -0.065
0.357 0.118 0.325
-0.254 0.169 -0.559
0.088 -0.006 -0.066
-0.294 0.240 0.376
0.251 -0.289 0.252
-0.042 0.016 -0.050
0.054 0.031 -0.129
-0.089 0.326 1.175
0.018 0.075 0.070
0.311 -0.221 -0.017
0.001 -0.024 0.067
0.011 0.006 0.035
-0.067 0.209 -0.256
0.062 0.013 0.006
0.137 0.062 -0.100
-0.049 0.027 0.055
0.018 -0.024 -0.073
-0.066 -0.011 -0.035
0.015 0.054 0.032
-0.092 0.089 -0.077
-0.030 0.067 0.048
0.016 -0.074 -0.028
-0.030 -0.096 0.022
0.158 0.035 0.158
-0.237 -0.273 0.153
-0.048 -0.007 -0.025
0.347 -1.316 -0.156
-0.116 0.251 -0.306
-0.361 0.237 -0.713
0.052 -0.007 -0.023
0.042 -0.030 -0.160
-0.150 0.032 0.199
0.006 -0.026 0.071
0.107 0.070 -0.315
-0.045 -0.014 -0.030
0.052 -0.008 -0.038
0.589 0.301 -0.208
0.023 0.078 -0.006
0.049 0.015 0.031
0.086 -0.061 0.069
-0.042 -0.023 0.030
0.033 -0.130 -0.024
0.099 -0.206 0.169
-0.352 0.032 0.002
0.050 0.008 0.019
0.099 0.166 -0.191
0.050 -0.008 0.019
-0.030 -0.051 -0.161
0.055 -0.045 -0.061
0.274 -0.100 -0.087

The calculation puts the max |F| at 2.45 eV/A. The calculation puts the HOMO energy at -0.3200 Ha. As for the SMILES: CC[C@@H](C)[C@@H]1COC(=O)[C@@H]1Cc1ccccc1.ClCCCl.ClCCCl.ClCCCl.ClCCCl.ClCCCl. Its energy is -5728.981099 Eh. The value obtained for the HOMO-LUMO gap is 0.3423 Ha. As for the LUMO energy: 0.61 eV.